1.
Entry from OMol25: one molecule with the formula C3H4S2 in a non-equilibrium geometry (ωB97M-V/def2-TZVPD).

As for the expectation value of S²: 2.01. The energy above the lowest of the compared OMol25 structures with the same formula, charge and spin comes out at 52.37 kcal/mol. The HOMO-LUMO gap (spin up / spin down) is 5.90 / 6.52 eV. As for the spin multiplicity: 3.

CARTESIAN COORDINATES (ANGSTROEM)
S -1.91456 0.55501 -0.04992
S 0.36377 0.71930 -2.11159
C -0.80908 -0.36439 -1.29001
C -0.21440 0.71432 0.62120
C 0.42762 -0.12820 -0.50276
H 0.17837 1.65484 0.66253
H -0.02635 0.41195 1.69991
H -1.04092 -1.19311 -1.84056
H 1.28053 -0.72650 -0.09714

Atom charges from the Löwdin analysis, given in e for atoms 1 to 5: number 1, S, carries 0.8168; number 2, S, carries 0.8123; number 3, C, carries -0.7838; number 4, C, carries -0.4722; number 5, C, carries -0.6510

***

2.
Entry from OMol25: one molecule with the formula C3H4S2 in a non-equilibrium geometry (ωB97M-V/def2-TZVPD).

As for the expectation value of S²: 2.02. The energy above the lowest of the compared OMol25 structures with the same formula, charge and spin comes out at 67.99 kcal/mol. The HOMO-LUMO gap (spin up / spin down) is 6.28 / 4.83 eV. As for the spin multiplicity: 3.

CARTESIAN COORDINATES (ANGSTROEM)
S 0.71024 1.67713 -1.42931
S 1.34796 -0.38425 -2.08697
C 0.24794 -1.06346 -0.92242
C 1.41407 2.45785 -0.26868
C -0.93407 -0.55542 -0.58465
H 2.40826 2.31719 0.11205
H -1.42301 0.22711 -1.13747
H 0.68058 -1.83497 -0.29121
H -1.45983 -0.89228 0.29334

Atom charges from the Löwdin analysis, given in e for atoms 1 to 5: number 1, S, carries 0.4565; number 2, S, carries 0.6746; number 3, C, carries -0.6148; number 4, C, carries -0.5328; number 5, C, carries -0.0878

***

3.
Entry from OMol25: C3H4S3 as an isolated structure in a non-equilibrium geometry (ωB97M-V/def2-TZVPD).

The energy above the lowest of the compared OMol25 structures with the same formula, charge and spin comes out at 123.88 kcal/mol. The HOMO-LUMO gap is 8.30 eV.

CARTESIAN COORDINATES (ANGSTROEM)
S 1.69713 0.57796 1.53909
S 2.85098 0.93906 -1.16312
S 0.98973 -1.29277 -0.64633
C 1.73821 0.01049 -0.17000
C -2.04756 0.81024 0.45838
C -1.17652 0.60612 -0.26924
H -2.75662 1.37408 0.89865
H -0.77293 1.46442 -1.21335
H 1.00955 -0.51883 2.13085
H 3.12153 0.01847 -2.13173

Atom charges from the Löwdin analysis, given in e for atoms 1 to 5: number 1, S, carries 0.6180; number 2, S, carries 0.6582; number 3, S, carries 0.6092; number 4, C, carries -1.7116; number 5, C, carries -0.0162